# 1
13 unconnected molecules or ions with the total composition H26O13, computed with wB97M-V/def2-TZVPD.

Atoms and positions in Å:
O: -0.4192 0.8186 -0.2941
H: 0.4420 0.4136 -0.3971
H: -0.5982 0.7663 0.6447
O: 3.1379 0.4946 2.9818
H: 2.9709 1.0926 3.7103
H: 3.1233 1.0532 2.2046
O: -2.7275 4.5773 2.0079
H: -3.6407 4.2963 1.9499
H: -2.2913 3.8771 2.4934
O: 3.8301 -0.9593 -1.7292
H: 4.2507 -1.5610 -1.1150
H: 3.9526 -0.0938 -1.3391
O: 4.2174 2.2132 -0.1308
H: 5.1626 2.0753 -0.0695
H: 4.1258 3.1180 -0.4295
O: 1.9459 -0.4664 -4.6367
H: 1.0337 -0.2764 -4.4176
H: 2.3600 -0.6580 -3.7953
O: -0.9449 1.0441 3.2431
H: -0.1221 1.3625 3.6143
H: -1.3207 0.4933 3.9298
O: 1.6782 -2.8888 1.1850
H: 2.1676 -3.7025 1.3063
H: 2.2380 -2.2129 1.5669
O: -4.7484 -0.6475 0.5372
H: -4.4274 -0.0825 1.2400
H: -3.9743 -1.1270 0.2421
O: -3.2552 2.2906 -2.2259
H: -2.6353 2.1272 -1.5150
H: -4.1110 2.3126 -1.7977
O: -1.9689 -2.6460 2.2549
H: -1.3445 -3.2863 1.9138
H: -1.4258 -1.9160 2.5522
O: -1.7153 -0.0508 -4.1809
H: -2.0955 0.6961 -3.7185
H: -2.0654 -0.8175 -3.7272
O: -0.2386 -3.9016 -1.7424
H: -0.5943 -4.6032 -1.1971
H: 0.0273 -3.2250 -1.1197

- E_LUMO: -0.56 eV
- ΔE to the lowest compared entry with this formula, charge and spin: 59.1 kcal per mole
- Strongest force on any atom: 0.49 eV/A
- Orbital gap: 9.9083 eV

Want to see where the charge sits? The natural (NBO) charges in e are: -0.949 0.474 0.475 -0.949 0.468 0.481 -0.935 0.467 0.468 -0.946 0.469 0.477 -0.956 0.475 0.483 -0.953 0.479 0.472 -0.951 0.475 0.476 -0.952 0.474 0.478 -0.938 0.462 0.476 -0.951 0.479 0.473 -0.940 0.474 0.466 -0.955 0.485 0.469 -0.935 0.462 0.474

***

# 2
2 unconnected molecules or ions with the total composition C4H13NO at a distorted geometry, computed with wB97M-V/def2-TZVPD.

Atoms and positions in Å:
C: -3.1145 1.6149 -0.5802
C: -1.6092 1.4971 -0.8730
N: 3.5157 -2.8933 3.2905
H: -3.3840 0.7968 0.0826
H: -3.6928 1.5412 -1.4970
H: -3.3868 2.5280 -0.0244
H: -1.1640 2.2298 -1.5555
H: -1.1605 1.5799 0.1203
H: 4.3733 -2.3750 3.1516
H: 2.8133 -2.4609 2.7011
H: 3.6712 -3.8387 2.9580
C: 0.0664 -0.2450 -1.6419
O: -1.2881 0.2115 -1.4180
C: 0.9049 0.2331 -0.4505
H: 0.0511 -1.3350 -1.5523
H: 0.3916 0.0359 -2.6499
H: 0.8746 1.3159 -0.3235
H: 0.3133 -0.1891 0.3864
H: 1.8246 -0.2471 -0.1242

- E_LUMO: 0.80 eV
- ΔE to the lowest compared entry with this formula, charge and spin: 32.2 kcal per mole
- Strongest force on any atom: 1.81 eV/A
- Orbital gap: 10.4498 eV
- Structure (SMILES): CCOCC.N

Want to see where the charge sits? The natural (NBO) charges in e are: -0.621 -0.059 -1.067 0.215 0.210 0.214 0.165 0.159 0.355 0.355 0.357 -0.051 -0.572 -0.663 0.186 0.170 0.211 0.211 0.224

***

# 3
2 unconnected molecules or ions with the total composition C4H15N2O at a distorted geometry, computed with wB97M-V/def2-TZVPD.

Atoms and positions in Å:
C: -1.5953 0.8222 -1.6078
C: -0.3267 0.4630 -0.6704
C: 0.5723 -0.5617 -1.4794
C: 2.0186 -0.5137 -0.7995
N: 1.9282 -0.6859 0.6441
N: -0.8106 -0.1985 0.5844
H: -2.3707 0.0901 -1.9023
H: -2.2682 1.5322 -1.1484
H: -1.2182 1.3177 -2.5395
H: 0.2367 1.4799 -0.3792
H: 0.4041 -0.2822 -2.4865
H: 0.1121 -1.5721 -1.6730
H: 2.6322 -1.3313 -1.1958
H: 2.4190 0.4606 -1.0666
H: 1.7391 -1.6267 1.1242
H: 2.7788 -0.1952 1.1179
H: -1.7238 0.1436 0.8276
H: -0.7971 -1.3063 0.4148
H: -0.1689 0.0167 1.3622
H: -0.8731 0.2822 4.2486
H: -1.6532 1.2297 3.2583
O: -1.0352 0.4358 3.3665

- E_LUMO: -3.06 eV
- Charge: +1
- ΔE to the lowest compared entry with this formula, charge and spin: 49.1 kcal per mole
- Strongest force on any atom: 4.91 eV/A
- Orbital gap: 10.0680 eV

Want to see where the charge sits? The natural (NBO) charges in e are: -0.666 -0.049 -0.458 -0.217 -0.929 -0.711 0.240 0.222 0.249 0.249 0.247 0.225 0.202 0.214 0.392 0.405 0.430 0.454 0.494 0.493 0.490 -0.975

***

> Number 1 is which compound?

H26O13

***

> Look up the strongest force on any atom of the second one.

1.81 eV/A

***

> Which formula does entry 2 have?

C4H13NO

***

Copy entry 1 word for word.
13 unconnected molecules or ions with the total composition H26O13, computed with wB97M-V/def2-TZVPD.

Atoms and positions in Å:
O: -0.4192 0.8186 -0.2941
H: 0.4420 0.4136 -0.3971
H: -0.5982 0.7663 0.6447
O: 3.1379 0.4946 2.9818
H: 2.9709 1.0926 3.7103
H: 3.1233 1.0532 2.2046
O: -2.7275 4.5773 2.0079
H: -3.6407 4.2963 1.9499
H: -2.2913 3.8771 2.4934
O: 3.8301 -0.9593 -1.7292
H: 4.2507 -1.5610 -1.1150
H: 3.9526 -0.0938 -1.3391
O: 4.2174 2.2132 -0.1308
H: 5.1626 2.0753 -0.0695
H: 4.1258 3.1180 -0.4295
O: 1.9459 -0.4664 -4.6367
H: 1.0337 -0.2764 -4.4176
H: 2.3600 -0.6580 -3.7953
O: -0.9449 1.0441 3.2431
H: -0.1221 1.3625 3.6143
H: -1.3207 0.4933 3.9298
O: 1.6782 -2.8888 1.1850
H: 2.1676 -3.7025 1.3063
H: 2.2380 -2.2129 1.5669
O: -4.7484 -0.6475 0.5372
H: -4.4274 -0.0825 1.2400
H: -3.9743 -1.1270 0.2421
O: -3.2552 2.2906 -2.2259
H: -2.6353 2.1272 -1.5150
H: -4.1110 2.3126 -1.7977
O: -1.9689 -2.6460 2.2549
H: -1.3445 -3.2863 1.9138
H: -1.4258 -1.9160 2.5522
O: -1.7153 -0.0508 -4.1809
H: -2.0955 0.6961 -3.7185
H: -2.0654 -0.8175 -3.7272
O: -0.2386 -3.9016 -1.7424
H: -0.5943 -4.6032 -1.1971
H: 0.0273 -3.2250 -1.1197

- E_LUMO: -0.56 eV
- ΔE to the lowest compared entry with this formula, charge and spin: 59.1 kcal per mole
- Strongest force on any atom: 0.49 eV/A
- Orbital gap: 9.9083 eV

Want to see where the charge sits? The natural (NBO) charges in e are: -0.949 0.474 0.475 -0.949 0.468 0.481 -0.935 0.467 0.468 -0.946 0.469 0.477 -0.956 0.475 0.483 -0.953 0.479 0.472 -0.951 0.475 0.476 -0.952 0.474 0.478 -0.938 0.462 0.476 -0.951 0.479 0.473 -0.940 0.474 0.466 -0.955 0.485 0.469 -0.935 0.462 0.474